Record 1
Computed, not measured: C11H8N9ORhSbSe4 as an isolated structure at a distorted geometry, with ωB97M-V/def2-TZVPD.

Cartesian coordinates (Å):
Rh 0.68 -0.97 0.60
N -0.16 -2.24 -2.45
C -0.52 -0.96 -2.36
N -1.22 -0.41 -3.36
C -1.50 0.88 -3.20
N -2.21 1.49 -4.18
N -1.12 1.66 -2.17
C -0.44 1.01 -1.25
N -0.12 -0.27 -1.27
C 0.09 1.77 -0.06
C 0.01 3.14 -0.01
C 0.57 3.80 1.08
C 1.18 3.06 2.06
C 1.21 1.67 1.95
N 0.67 1.05 0.91
H -0.56 -2.78 -3.19
H 0.16 -2.70 -1.60
H -2.68 0.90 -4.84
H -2.60 2.39 -3.97
H -0.48 3.66 -0.83
H 0.54 4.88 1.14
H 1.67 3.52 2.91
H 1.67 1.05 2.70
Se 5.52 -2.76 2.24
Sb 3.94 -0.98 2.03
Se 2.91 -0.89 -0.32
Se 4.50 1.24 2.80
Se 1.56 -1.58 2.75
O -0.04 -2.95 0.39
N -1.09 -2.26 0.74
C -1.87 -2.78 1.63
C -1.72 -4.12 2.14
N -1.66 -5.20 2.54
C -3.00 -1.98 2.05
N -3.90 -1.35 2.39

Results
HOMO level: -4.386 eV
E_tot: -297930.436 eV
spin multiplicity: 1
net charge: -1
F_max: 1.0 eV Å⁻¹


Record 2
Computed, not measured: C35H33N5O7V as an isolated structure, with ωB97M-V/def2-TZVPD.

Cartesian coordinates (Å):
V 1.64 -0.77 0.32
O 5.20 -0.27 2.08
C 4.08 -0.05 1.66
O 3.50 -0.69 0.68
C 3.20 1.06 2.20
C 3.50 1.69 3.39
C 2.66 2.71 3.81
C 1.64 3.11 2.97
C 1.44 2.46 1.75
N 2.17 1.39 1.42
C 0.45 3.06 0.73
O -0.26 3.99 1.17
O 0.43 2.53 -0.39
H 4.37 1.36 3.95
H 2.82 3.21 4.75
H 0.98 3.94 3.19
C -2.25 3.85 -1.48
O -2.50 2.53 -1.02
C -3.43 1.78 -1.62
C -4.34 2.21 -2.58
C -5.30 1.33 -3.06
C -5.37 0.03 -2.60
C -4.43 -0.42 -1.69
C -3.45 0.43 -1.21
N -2.49 0.01 -0.27
C -1.13 0.06 -0.45
N -0.74 0.17 -1.72
C 0.55 0.23 -2.30
C 1.71 -0.18 -1.64
C 2.88 -0.09 -2.39
C 2.91 0.35 -3.71
C 1.73 0.72 -4.34
C 0.55 0.65 -3.63
O -0.67 1.01 -4.22
C -1.17 0.01 -5.09
N -0.31 -0.15 0.56
C -0.75 0.19 1.86
C -1.65 1.22 2.15
C -1.99 1.52 3.46
C -1.42 0.81 4.50
C -0.47 -0.17 4.25
C -0.11 -0.44 2.94
O 0.91 -1.29 2.59
C 1.55 -2.01 3.63
H -1.42 4.20 -0.86
H -3.13 4.47 -1.34
H -1.96 3.82 -2.53
H -4.31 3.24 -2.92
H -6.02 1.69 -3.79
H -6.13 -0.65 -2.97
H -4.43 -1.45 -1.35
H -2.80 -0.35 0.62
H -1.48 0.37 -2.38
H 3.82 -0.39 -1.92
H 3.85 0.40 -4.25
H 1.71 1.08 -5.36
H -0.48 -0.18 -5.91
H -2.12 0.37 -5.47
H -1.33 -0.93 -4.54
H -2.03 1.82 1.34
H -2.67 2.33 3.65
H -1.69 1.03 5.53
H 0.01 -0.68 5.06
H 2.31 -2.61 3.15
H 0.83 -2.66 4.14
H 2.00 -1.31 4.35
C 3.73 -3.48 1.26
C 2.31 -3.73 0.83
C 1.71 -4.96 0.88
C 0.48 -4.85 0.18
C 0.40 -3.55 -0.26
C -0.67 -2.98 -1.13
N 1.51 -2.84 0.14
H 4.12 -4.41 1.68
H 3.88 -2.69 2.00
H 4.36 -3.19 0.41
H 2.14 -5.85 1.32
H -0.25 -5.62 -0.02
H -1.19 -3.80 -1.61
H -0.25 -2.34 -1.91
H -1.41 -2.40 -0.59

Results
HOMO level (alpha / beta): -4.411 / -4.403 eV
E_tot: -84305.519 eV
<S²>: 2.014
spin multiplicity: 3
net charge: -1
F_max: 0.8 eV Å⁻¹


Record 3
Computed, not measured: C29H19N7O3PtS5 as an isolated structure at a distorted geometry, with ωB97M-V/def2-TZVPD.

Cartesian coordinates (Å):
Pt 0.47 -0.07 1.29
N 6.85 5.65 -4.37
C 6.13 5.03 -3.72
C 5.27 4.24 -2.93
C 5.73 3.04 -2.39
C 4.89 2.26 -1.63
C 3.58 2.67 -1.36
C 3.14 3.88 -1.89
C 3.96 4.66 -2.67
C 2.71 1.85 -0.53
C 2.09 2.42 0.61
C 2.31 3.71 1.15
C 1.62 3.78 2.35
C 0.99 2.56 2.51
N 1.26 1.74 1.46
C 2.60 0.47 -0.80
C 3.18 -0.24 -1.89
C 2.79 -1.57 -1.77
C 1.98 -1.65 -0.64
N 1.86 -0.42 -0.06
H 6.76 2.74 -2.56
H 5.26 1.35 -1.19
H 2.12 4.20 -1.70
H 3.61 5.59 -3.09
H 2.94 4.46 0.71
H 1.59 4.60 3.04
H 0.39 2.23 3.34
H 3.78 0.19 -2.67
H 3.05 -2.38 -2.42
H 1.49 -2.52 -0.24
N -5.71 -4.55 -1.19
C -4.52 -4.31 -0.57
C -4.37 -4.57 0.80
C -3.16 -4.33 1.43
C -2.09 -3.86 0.68
C -2.22 -3.59 -0.67
C -3.43 -3.80 -1.29
S -0.51 -3.62 1.43
O -0.44 -4.21 2.73
O 0.51 -3.99 0.49
N -0.43 -1.95 1.60
C -1.23 -1.46 2.54
N -2.20 -2.15 3.13
C -2.84 -1.57 4.12
C -2.55 -0.28 4.55
C -1.60 0.42 3.82
N -0.94 -0.15 2.82
H -6.50 -4.87 -0.67
H -5.81 -4.34 -2.17
H -5.20 -4.96 1.36
H -3.01 -4.50 2.48
H -1.36 -3.24 -1.22
H -3.55 -3.59 -2.34
H -3.61 -2.17 4.59
H -3.06 0.17 5.38
H -1.36 1.45 4.06
O -5.03 1.88 -3.61
C -4.16 1.60 -2.84
S -3.05 0.23 -3.05
C -2.11 0.46 -1.59
C -2.48 1.53 -0.78
S -1.75 1.95 0.67
S -3.82 2.51 -1.35
S -0.84 -0.62 -1.31

Results
HOMO level: -8.086 eV
E_tot: -104376.006 eV
spin multiplicity: 1
net charge: 0
F_max: 5.0 eV Å⁻¹


Record 4
Computed, not measured: a 11-piece molecular cluster, H22O11 overall, with ωB97M-V/def2-TZVPD.

Cartesian coordinates (Å):
O -24.78 -8.06 -1.57
H -24.84 -8.59 -0.77
H -24.30 -8.63 -2.19
O -21.13 -10.15 -2.79
H -20.67 -10.91 -2.42
H -22.06 -10.31 -2.59
O -23.78 -10.70 -3.55
H -24.64 -11.11 -3.66
H -23.43 -10.58 -4.45
O -20.05 -7.47 -2.17
H -21.01 -7.37 -2.21
H -19.71 -6.58 -2.03
O -24.98 -12.65 -1.50
H -24.41 -12.00 -1.93
H -24.93 -12.42 -0.58
O -21.98 -10.33 -5.58
H -21.47 -10.46 -4.76
H -21.92 -9.38 -5.74
O -18.87 -9.15 -0.23
H -18.14 -8.61 -0.55
H -19.61 -8.91 -0.81
O -22.78 -11.00 -0.13
H -23.13 -11.48 0.63
H -21.90 -11.38 -0.28
O -19.52 -8.23 -5.00
H -18.74 -8.80 -5.06
H -19.73 -8.20 -4.05
O -16.91 -11.05 -1.75
H -17.87 -11.05 -1.65
H -16.58 -11.21 -0.87
O -19.95 -11.67 -0.33
H -19.56 -10.80 -0.14
H -20.09 -12.06 0.54

Results
HOMO level: -11.178 eV
E_tot: -22880.675 eV
spin multiplicity: 1
structure (SMILES): O.O.O.O.O.O.O.O.O.O.O
net charge: 0
F_max: 0.5 eV Å⁻¹